[1]
58
Properties=species:S:1:pos:R:3 method="wB97M-V/def2-TZVPD" total_charge=-1 e_tot_ev=-72909.4234 largest_force_ev_per_a=0.9 gap_ha=0.2227
Au 0.250 -0.017 -0.124
O 4.804 0.775 4.073
C 3.881 0.541 3.333
C 2.412 0.547 3.694
O 1.934 0.825 4.776
C 1.683 0.261 2.450
C 2.595 0.152 1.391
O 2.263 0.152 0.111
C 3.969 0.290 1.843
O 4.977 0.304 1.160
O 0.429 0.171 2.300
N -1.854 -0.217 0.012
C -2.812 0.865 0.058
C -4.131 0.487 0.289
C -5.127 1.424 0.466
C -4.772 2.767 0.450
C -3.465 3.130 0.194
C -2.445 2.200 -0.068
C -1.084 2.700 -0.416
C -0.997 4.033 -0.852
C 0.203 4.703 -0.955
C 1.381 4.023 -0.689
C 1.331 2.661 -0.446
C 0.115 1.985 -0.321
H -1.746 -0.598 0.956
H -2.190 -0.968 -0.580
H -4.361 -0.571 0.352
H -6.146 1.114 0.651
H -5.510 3.532 0.648
H -3.221 4.181 0.233
H -1.899 4.562 -1.127
H 0.216 5.748 -1.239
H 2.336 4.532 -0.697
H 2.256 2.113 -0.359
N -0.989 -4.799 6.926
C -0.166 -4.524 5.830
C 0.316 -3.228 5.623
C 1.166 -2.959 4.570
C 1.547 -3.986 3.708
C 1.087 -5.276 3.913
C 0.233 -5.545 4.972
S 2.668 -3.606 2.396
O 3.738 -2.851 2.976
O 2.974 -4.848 1.718
N 1.828 -2.602 1.472
C 0.919 -3.003 0.639
S 0.341 -4.674 0.429
C -0.816 -4.148 -0.746
C -0.707 -2.824 -0.931
N 0.237 -2.167 -0.164
H -1.480 -4.007 7.305
H -1.562 -5.621 6.844
H 0.023 -2.431 6.297
H 1.540 -1.954 4.410
H 1.405 -6.060 3.237
H -0.126 -6.554 5.141
H -1.473 -4.837 -1.249
H -1.280 -2.255 -1.650

[2]
57
Properties=species:S:1:pos:R:3 method="wB97M-V/def2-TZVPD" total_charge=+2 e_tot_ev=-124621.3265 largest_force_ev_per_a=0.7 gap_ha=0.2112
Ta 0.494 -0.527 0.264
O 0.917 -2.060 2.054
C 0.284 -2.190 3.312
C 0.938 -2.811 4.352
C 0.276 -2.927 5.570
C -1.003 -2.422 5.730
C -1.636 -1.789 4.668
C -0.999 -1.676 3.443
C -1.603 -0.991 2.259
O -0.621 -0.140 1.699
N -1.928 -1.966 1.199
N -1.468 -1.606 -0.049
C -1.999 -2.119 -1.102
C -1.492 -1.890 -2.423
Br -0.120 -0.563 -2.488
C -1.912 -2.593 -3.493
C -1.529 -2.586 -4.888
C -1.010 -1.472 -5.561
C -0.664 -1.574 -6.894
C -0.817 -2.783 -7.566
C -1.350 -3.887 -6.916
C -1.724 -3.785 -5.589
H 1.864 -2.245 2.157
H 1.939 -3.206 4.231
H 0.774 -3.417 6.395
H -1.506 -2.512 6.683
H -2.629 -1.377 4.794
H -2.465 -0.372 2.518
H -2.881 -2.311 1.209
H -2.852 -2.788 -1.014
H -2.643 -3.356 -3.231
H -0.932 -0.508 -5.080
H -0.285 -0.709 -7.420
H -0.538 -2.854 -8.609
H -1.488 -4.820 -7.445
H -2.155 -4.639 -5.082
O 2.269 -1.484 0.010
N 1.372 -2.355 -0.434
C 1.685 -3.515 -0.878
C 3.042 -3.961 -0.925
N 4.132 -4.321 -0.948
C 0.600 -4.348 -1.308
N -0.268 -5.004 -1.668
I 2.443 7.974 0.629
C 2.007 5.965 0.505
C 2.854 5.037 1.122
C 2.568 3.695 1.041
C 1.429 3.271 0.335
C 0.581 4.206 -0.286
C 0.869 5.547 -0.195
C 1.135 1.889 0.247
O 0.124 1.385 -0.408
O 1.832 0.944 0.797
H 3.728 5.378 1.657
H 3.212 2.966 1.513
H -0.292 3.869 -0.828
H 0.224 6.277 -0.662

[3]
55
Properties=species:S:1:pos:R:3 method="wB97M-V/def2-TZVPD" e_tot_ev=-108272.6623 largest_force_ev_per_a=0.6 gap_ha=0.2581
Ti -0.242 0.801 0.307
N 3.296 3.333 0.133
C 2.120 2.712 -0.138
S 0.894 2.761 1.127
N 1.955 2.199 -1.318
N 0.689 1.661 -1.431
C 0.033 1.730 -2.537
C 0.537 2.316 -3.796
C 1.104 3.588 -3.821
C 1.540 4.126 -5.021
C 1.428 3.395 -6.196
C 0.870 2.126 -6.174
C 0.417 1.590 -4.979
C -1.357 1.282 -2.373
C -2.351 1.680 -3.201
C -3.707 1.635 -2.686
C -3.984 1.049 -1.518
C -2.914 0.268 -0.804
N -1.573 0.715 -1.148
H 3.534 3.502 1.093
H 4.047 3.181 -0.521
H 1.196 4.151 -2.904
H 1.971 5.118 -5.039
H 1.777 3.817 -7.130
H 0.784 1.552 -7.088
H -0.026 0.603 -4.953
H -2.135 2.179 -4.133
H -4.484 2.154 -3.233
H -4.978 1.083 -1.093
H -3.041 -0.799 -1.063
Cl 0.539 -5.903 3.473
C 0.583 -4.353 2.692
C -0.082 -4.178 1.493
C -0.040 -2.938 0.881
Cl -0.836 -2.719 -0.639
C 0.650 -1.857 1.437
O 0.710 -0.665 0.858
C 1.316 -2.087 2.646
Cl 2.182 -0.777 3.367
C 1.287 -3.316 3.278
H -0.623 -4.991 1.034
H 1.808 -3.456 4.214
N -1.827 0.647 1.277
C -2.922 0.316 0.724
C -4.121 -0.077 1.500
C -5.145 -0.830 0.926
C -6.242 -1.210 1.684
C -6.329 -0.831 3.015
C -5.313 -0.079 3.592
C -4.212 0.291 2.841
H -5.080 -1.138 -0.109
H -7.028 -1.804 1.236
H -7.187 -1.125 3.605
H -5.380 0.215 4.632
H -3.405 0.866 3.277

[4]
76
Properties=species:S:1:pos:R:3 method="wB97M-V/def2-TZVPD" total_charge=-1 e_tot_ev=-144055.0080 largest_force_ev_per_a=0.5 gap_ha=0.2455
Sc -0.471 -0.426 0.225
C 0.679 -2.945 1.705
N 1.237 -1.825 0.931
C 1.989 -2.344 -0.220
C 1.019 -2.912 -1.227
N -0.114 -1.998 -1.314
C -0.986 -2.251 -2.327
C -1.401 -3.506 -2.802
F -0.935 -4.641 -2.241
C -2.341 -3.660 -3.806
F -2.710 -4.894 -4.187
C -2.939 -2.566 -4.396
F -3.867 -2.721 -5.356
C -2.560 -1.306 -3.972
F -3.103 -0.223 -4.540
C -1.605 -1.178 -2.990
F -1.237 0.067 -2.633
C 2.092 -0.969 1.748
C 1.310 -0.428 2.920
N -0.045 -0.051 2.500
C -0.783 0.488 3.515
C -2.095 0.956 3.272
F -2.584 0.849 2.028
C -2.929 1.530 4.203
F -4.150 1.942 3.836
C -2.514 1.689 5.512
F -3.311 2.251 6.436
C -1.251 1.250 5.822
F -0.804 1.378 7.082
C -0.420 0.675 4.872
F 0.784 0.292 5.369
H 1.488 -3.568 2.107
H 0.045 -3.548 1.058
H 0.065 -2.570 2.520
H 2.705 -3.106 0.116
H 2.560 -1.526 -0.652
H 0.731 -3.926 -0.932
H 1.534 -2.993 -2.192
H 2.445 -0.159 1.102
H 2.974 -1.519 2.105
H 1.867 0.425 3.324
H 1.287 -1.184 3.712
N -4.774 -1.851 -0.847
C -3.679 -1.145 -0.440
S -2.556 -1.945 0.595
N -3.623 0.088 -0.898
N -2.520 0.755 -0.491
C -2.526 2.021 -0.643
C -1.410 2.785 -0.083
C -1.386 4.174 -0.108
C -0.348 4.839 0.517
C 0.643 4.101 1.148
C 0.550 2.720 1.110
N -0.446 2.077 0.516
H -4.702 -2.852 -0.789
H -5.275 -1.466 -1.633
H -3.379 2.523 -1.091
H -2.182 4.710 -0.608
H -0.309 5.921 0.515
H 1.473 4.577 1.649
H 1.305 2.100 1.578
F 1.808 3.249 -1.757
C 1.569 2.364 -2.729
F 2.303 2.676 -3.786
F 0.279 2.442 -3.055
S 1.970 0.661 -2.153
O 1.101 0.531 -0.991
O 1.750 -0.195 -3.277
N 3.429 0.755 -1.628
S 4.708 0.267 -2.445
O 4.901 0.935 -3.699
O 4.910 -1.152 -2.368
C 5.946 0.989 -1.298
F 5.822 0.483 -0.070
F 7.169 0.703 -1.746
F 5.822 2.313 -1.224

[5]
58
Properties=species:S:1:pos:R:3 method="wB97M-V/def2-TZVPD" total_charge=+1 e_tot_ev=-109051.5762 largest_force_ev_per_a=1.6 gap_ha=0.2126
Hf -0.070 0.032 -0.082
N 1.659 -0.010 3.848
C 0.402 -0.009 4.396
C -0.464 -0.108 3.352
N 0.244 -0.168 2.182
C 1.530 -0.103 2.509
C 2.532 -0.067 1.473
N 2.158 -0.073 0.195
C 3.296 0.037 -0.559
C 4.369 0.103 0.274
N 3.872 0.027 1.553
H 2.517 0.074 4.367
H 0.234 0.055 5.457
H -1.540 -0.123 3.355
H 3.251 0.108 -1.634
H 5.421 0.197 0.071
H 4.427 0.080 2.390
S 2.012 2.873 -2.831
Sb -0.057 2.258 -2.163
S -0.077 -0.230 -2.435
S -0.079 2.378 0.339
S -2.113 2.998 -2.749
S -5.071 3.152 -0.166
C -6.694 3.659 -0.203
C -7.565 2.609 -0.163
C -6.905 1.368 -0.090
C -5.535 1.485 -0.074
C -4.552 0.420 -0.001
C -3.173 0.704 0.035
N -2.236 -0.226 0.098
C -2.582 -1.543 0.105
C -3.933 -1.924 0.075
C -4.273 -3.316 0.066
C -3.317 -4.266 0.064
C -1.930 -3.908 0.075
C -0.914 -4.865 0.043
C 0.426 -4.498 0.030
C 0.688 -3.121 0.061
N -0.249 -2.191 0.113
C -1.559 -2.551 0.111
C 1.506 -5.475 -0.016
C 2.860 -5.262 -0.051
C 3.613 -6.457 -0.091
C 2.827 -7.567 -0.084
S 1.169 -7.176 -0.027
C -4.907 -0.921 0.032
H -6.927 4.710 -0.267
H -8.639 2.721 -0.188
H -7.430 0.424 -0.054
H -2.827 1.729 -0.020
H -5.321 -3.584 0.045
H -3.572 -5.317 0.039
H -1.186 -5.912 0.011
H 1.707 -2.753 0.030
H 3.313 -4.281 -0.063
H 4.691 -6.493 -0.128
H 3.128 -8.602 -0.113
H -5.947 -1.214 0.000

[6]
56
Properties=species:S:1:pos:R:3 method="wB97M-V/def2-TZVPD" total_charge=+2 e_tot_ev=-74990.3661 spin_multiplicity=5 largest_force_ev_per_a=1.6 gap_ha="0.2637 / 0.2156"
Pt 0.008 0.113 -0.744
I -1.219 5.020 1.854
C -1.464 3.049 2.325
C -1.815 2.791 3.645
C -1.926 1.500 4.145
I -2.629 1.206 6.011
C -1.632 0.377 3.309
C -1.614 -0.953 3.782
C -1.287 -1.969 2.926
C -0.926 -1.643 1.622
N -0.895 -0.406 1.154
C -1.311 0.615 1.961
C -1.328 1.976 1.375
O -1.084 2.145 0.158
H -1.983 3.633 4.289
H -1.872 -1.130 4.825
H -1.196 -3.003 3.238
H -0.502 -2.413 0.993
I 3.872 -3.321 -1.740
C 1.882 -3.447 -2.231
C 1.388 -4.343 -3.169
C 0.039 -4.377 -3.554
I -0.566 -5.915 -4.721
C -0.881 -3.377 -3.016
C -2.202 -3.217 -3.431
C -2.958 -2.156 -2.941
C -2.339 -1.218 -2.121
N -1.081 -1.363 -1.715
C -0.377 -2.455 -2.100
C 1.010 -2.507 -1.602
O 1.373 -1.689 -0.722
H 2.060 -5.057 -3.614
H -2.591 -3.876 -4.169
H -3.977 -2.016 -3.275
H -2.826 -0.302 -1.848
N 3.120 2.867 -0.638
C 1.933 2.350 -0.973
N 1.548 1.381 -0.170
C 2.602 1.215 0.766
C 2.712 0.309 1.812
C 3.884 0.413 2.548
C 4.901 1.353 2.280
C 4.736 2.259 1.241
C 3.569 2.157 0.473
H 3.614 3.589 -1.129
H 1.346 2.750 -1.792
H 1.951 -0.424 2.046
H 3.979 -0.230 3.409
H 5.846 1.342 2.851
H 5.514 3.007 1.018
C -3.353 2.678 -2.236
O -2.291 1.835 -2.672
H -4.042 2.902 -3.050
H -2.967 3.615 -1.836
H -3.903 2.098 -1.448
H -1.851 2.260 -3.399

[7]
51
Properties=species:S:1:pos:R:3 method="wB97M-V/def2-TZVPD" e_tot_ev=-40788.4733 largest_force_ev_per_a=5.0 gap_ha="0.2532 / 0.2506"
Pd 0.075 0.433 -0.007
O 0.868 2.357 -0.241
C 0.456 3.578 -0.040
C 1.387 4.640 0.012
C 0.971 5.940 0.205
C -0.387 6.257 0.350
C -1.300 5.230 0.288
C -0.896 3.904 0.096
C -1.907 2.884 0.019
N -1.722 1.631 -0.131
N -2.937 0.920 -0.220
C -2.716 -0.324 -0.017
O -1.556 -0.838 0.247
C -3.907 -1.235 -0.059
C -3.764 -2.615 -0.001
C -4.884 -3.441 -0.028
C -6.156 -2.891 -0.105
C -6.303 -1.509 -0.166
C -5.187 -0.689 -0.144
H 2.438 4.410 -0.116
H 1.712 6.731 0.240
H -0.707 7.279 0.501
H -2.362 5.437 0.385
H -2.947 3.198 0.079
H -2.775 -3.046 0.066
H -4.760 -4.516 0.014
H -7.030 -3.532 -0.111
H -7.291 -1.070 -0.231
H -5.288 0.386 -0.198
C 4.777 1.268 0.148
C 3.376 1.362 0.125
N 2.586 0.311 0.049
C 3.161 -0.909 0.000
C 4.542 -1.103 0.030
C 5.358 0.036 0.101
C 5.084 -2.437 -0.004
C 4.273 -3.503 -0.062
C 2.842 -3.338 -0.102
C 1.965 -4.432 -0.158
C 0.623 -4.207 -0.201
C 0.154 -2.884 -0.191
N 0.952 -1.835 -0.135
C 2.286 -2.058 -0.083
H 5.369 2.170 0.206
H 2.867 2.310 0.162
H 6.436 -0.078 0.118
H 6.160 -2.560 0.027
H 4.679 -4.508 -0.083
H 2.367 -5.439 -0.166
H -0.088 -5.022 -0.244
H -0.895 -2.653 -0.225

[8]
52
Properties=species:S:1:pos:R:3 method="wB97M-V/def2-TZVPD" total_charge=-1 e_tot_ev=-50798.8371 largest_force_ev_per_a=1.0 gap_ha=0.2851
Ag -0.197 -2.064 1.698
O -2.364 -3.495 0.425
C -2.615 -2.412 0.961
O -2.301 -2.035 2.146
C -3.443 -1.379 0.213
C -4.558 -1.789 -0.502
C -5.423 -0.856 -1.052
C -5.151 0.495 -0.904
C -4.000 0.912 -0.248
C -3.124 -0.013 0.319
P -1.552 0.445 1.184
C -1.734 2.293 1.093
C -2.267 2.901 2.229
C -2.519 4.265 2.258
C -2.225 5.047 1.151
C -1.682 4.455 0.019
C -1.439 3.090 -0.012
C -0.344 0.225 -0.198
C -0.566 -0.574 -1.316
C 0.435 -0.746 -2.262
C 1.663 -0.127 -2.106
C 1.898 0.659 -0.985
C 0.908 0.823 -0.032
H -4.735 -2.853 -0.599
H -6.309 -1.177 -1.586
H -5.832 1.232 -1.311
H -3.799 1.971 -0.181
H -2.489 2.280 3.090
H -2.945 4.719 3.145
H -2.418 6.113 1.167
H -1.455 5.058 -0.853
H -1.032 2.633 -0.905
H -1.515 -1.077 -1.449
H 0.259 -1.388 -3.117
H 2.449 -0.280 -2.835
H 2.864 1.125 -0.836
H 1.103 1.410 0.857
O 4.342 -0.055 1.377
C 4.678 -1.115 0.594
C 5.943 -1.188 0.010
C 6.292 -2.260 -0.792
C 5.378 -3.275 -1.027
C 4.119 -3.195 -0.453
C 3.748 -2.130 0.361
C 2.338 -2.135 0.921
O 1.476 -2.742 0.235
O 2.101 -1.578 2.018
H 5.087 0.550 1.415
H 6.657 -0.391 0.196
H 7.280 -2.296 -1.236
H 5.637 -4.117 -1.656
H 3.377 -3.961 -0.632